No. 1
The following is a DFT calculation (the ωB97M-V functional and the def2-TZVPD basis) of C3H7NO2 in the gas phase.

Geometry as XYZ:
```
13
Properties=species:S:1:pos:R:3
C 0.79317 0.03745 -0.41082
C 0.68020 0.02015 1.09938
O 0.23747 -1.27973 1.46671
C -0.48759 -0.14926 -1.19260
N -1.55378 0.65204 -0.94889
O -0.55899 -1.03009 -2.02677
H 1.45900 -0.77510 -0.68671
H 1.32371 0.92259 -0.74506
H 1.66034 0.21276 1.51840
H -0.03090 0.76320 1.47128
H 0.33033 -1.39664 2.42270
H -2.31804 0.54830 -1.59347
H -1.53492 1.47433 -0.37415
```

Calculated values
SMILES string   NC(=O)CCO
Gap between HOMO and LUMO   10.34 eV
Calculated total energy   -8809.7887 eV
HOMO level   -9.62 eV

No. 2
The following is a DFT calculation (the ωB97M-V functional and the def2-TZVPD basis) of C3H7NO2 in the gas phase.

Geometry as XYZ:
```
13
Properties=species:S:1:pos:R:3
C -2.14182 -0.04922 -0.46341
N -1.18287 -0.07734 0.64131
C 0.15064 -0.02523 0.58811
O 0.68583 -0.04864 1.70083
O 0.80310 0.04699 -0.56721
C 2.22056 0.08847 -0.35324
H -2.76100 0.85422 -0.46219
H -2.81048 -0.91585 -0.45515
H -1.59902 -0.06613 -1.42089
H -1.06854 -0.10136 1.71045
H 2.48817 0.95609 0.25534
H 2.66893 0.15296 -1.34144
H 2.54651 -0.81495 0.16750
```

Calculated values
SMILES string   CNC(=O)OC
Gap between HOMO and LUMO   10.40 eV
Calculated total energy   -8808.9555 eV
HOMO level   -9.49 eV

No. 3
The following is a DFT calculation (the ωB97M-V functional and the def2-TZVPD basis) of a molecular structure, C3H7NO2.

Geometry as XYZ:
```
13
Properties=species:S:1:pos:R:3
C 1.94287 -0.16163 0.17666
C -1.36288 -0.41358 -0.03761
C -1.40988 1.15768 -0.16102
H 2.62905 -1.17114 0.53711
H 1.57606 0.42932 1.49082
H 2.81355 0.19828 -0.18137
H -0.34475 -2.23634 -0.53990
H -0.74656 1.43996 -1.12407
H -2.19314 1.66725 -0.15238
H -1.20105 1.71405 0.68416
N -0.18149 -1.05950 -0.03609
O 0.92924 -0.41030 -0.69538
O -2.45102 -1.15405 0.03905
```

Calculated values
Gap between HOMO and LUMO   10.49 eV
Calculated total energy   -8802.7002 eV
HOMO level   -9.93 eV

No. 4
The following is a DFT calculation (the ωB97M-V functional and the def2-TZVPD basis) of C3H7NO2 in the gas phase.

Geometry as XYZ:
```
13
Properties=species:S:1:pos:R:3
C -0.78320 1.19410 -0.10480
C -0.26957 -0.12406 0.44378
N -0.92908 -0.78092 1.48029
O -0.85731 -1.37661 -0.08355
C 1.23247 -0.32324 0.28215
O 1.64520 -0.18825 -1.06243
H -1.81340 1.12511 -0.47262
H -0.79049 1.89432 0.73899
H -0.13109 1.59199 -0.88875
H -1.78088 -1.22919 -0.33941
H 1.47105 -1.30828 0.70326
H 1.76577 0.44064 0.85679
H 1.24054 -0.91563 -1.55368
```

Calculated values
Gap between HOMO and LUMO   8.73 eV
Calculated total energy   -8805.0902 eV
HOMO level   -8.30 eV

No. 5
The following is a DFT calculation (the ωB97M-V functional and the def2-TZVPD basis) of 2 unconnected molecules or ions with the total composition C3H7NO2.

Geometry as XYZ:
```
13
Properties=species:S:1:pos:R:3
C 0.60164 -0.14198 -1.55224
C 1.34436 -1.26195 -1.36288
N 0.21433 0.68791 -0.54170
H 0.16083 0.10784 -2.52064
H 1.65557 -1.87747 -2.18634
H 1.57806 -1.62631 -0.37046
H 0.89150 1.39545 -0.26373
H -0.05745 -0.29276 1.19693
H -0.69577 1.14739 -0.66082
O -0.29476 -0.11713 2.13035
C -1.47559 0.48061 2.06094
O -2.04510 0.73754 1.03254
H -1.87764 0.76086 3.03806
```

Calculated values
Net charge   +1
Gap between HOMO and LUMO (alpha / beta)   10.30 / 5.89 eV
Spin multiplicity   2
Calculated total energy   -8799.9184 eV
HOMO level (alpha / beta)   -15.00 / -14.81 eV

No. 6
The following is a DFT calculation (the ωB97M-V functional and the def2-TZVPD basis) of a molecular structure, C3H7NO2P.

Geometry as XYZ:
```
14
Properties=species:S:1:pos:R:3
C -1.01678 -0.04884 0.86780
C -0.48248 -1.28313 -0.04057
C 0.73971 0.69914 -0.66416
N -0.64602 1.08239 -0.10475
O 3.40502 0.09666 -0.27670
O 0.68930 -0.87789 -0.60680
P 2.26764 0.16972 0.60429
H -2.04882 0.02465 0.99883
H -0.60604 0.09506 1.85264
H -0.16718 -2.18253 0.42731
H -1.23119 -1.63033 -0.85516
H 1.02329 0.79726 -1.67165
H -1.47848 1.01954 -0.68679
H -0.44797 2.03831 0.15570
```

Calculated values
Net charge   +1
Gap between HOMO and LUMO   9.87 eV
Calculated total energy   -18088.6062 eV
HOMO level   -14.11 eV

No. 7
The following is a DFT calculation (the ωB97M-V functional and the def2-TZVPD basis) of 2 unconnected molecules or ions with the total composition C3H7NO2S.

Geometry as XYZ:
```
14
Properties=species:S:1:pos:R:3
C -1.77440 -0.78349 -0.65251
C -1.37214 -0.19269 0.74819
C 2.17887 0.40900 0.65859
N 1.61026 0.43665 -0.55572
O 0.64438 1.39225 -0.71512
O 1.80800 -0.31651 -1.52118
S -0.11777 -0.84934 1.54380
H -0.97899 -1.17301 -1.13864
H -2.50192 -1.52856 -0.22164
H -2.41306 -0.08999 -1.39795
H -2.07878 0.44723 1.24517
H 0.08790 1.31874 -0.01280
H 1.88122 1.20269 1.36261
H 3.02643 -0.27298 0.65720
```

Calculated values
SMILES string   C=[N+]([O-])O.CC=S
Gap between HOMO and LUMO   8.30 eV
Calculated total energy   -19639.2562 eV
HOMO level   -8.82 eV

No. 8
The following is a DFT calculation (the ωB97M-V functional and the def2-TZVPD basis) of C3H7NO2S in the gas phase.

Geometry as XYZ:
```
14
Properties=species:S:1:pos:R:3
C -2.21534 -1.10866 -0.04030
C -0.11596 0.47917 0.43853
C 1.57761 0.14732 -1.32597
H -2.29463 -1.40739 1.09213
H -2.99956 -1.41816 -0.81181
H -1.24981 -1.54407 -0.30572
H 2.18006 0.92474 -0.76821
H 0.99342 0.84420 -2.00273
H 2.16224 -0.70545 -1.64777
H 1.63917 1.30550 2.69470
N 0.27240 1.13218 1.39438
O 0.45021 -0.39879 -0.42316
O 1.58661 1.01005 1.59948
S -1.98641 0.73935 0.10648
```

Calculated values
SMILES string   CO/C(=N\O)SC
Gap between HOMO and LUMO   9.11 eV
Calculated total energy   -19640.5595 eV
HOMO level   -8.51 eV

No. 9
The following is a DFT calculation (the ωB97M-V functional and the def2-TZVPD basis) of C3H7NO2S in the gas phase.

Geometry as XYZ:
```
14
Properties=species:S:1:pos:R:3
C -0.54931 1.86232 0.00622
C 1.05163 -1.34522 0.57138
C 0.22796 -0.94004 -0.63138
N 0.50730 1.97873 -0.62232
O -1.45025 -0.40408 1.44049
O -2.33137 -0.15298 -0.73635
S -1.22159 -0.08522 0.10347
H -1.27028 2.60479 0.53117
H 1.92640 -0.69955 0.78362
H 0.32802 -1.28759 1.40749
H 1.43871 -2.32218 0.45826
H -0.31074 -1.74825 -1.09657
H 0.65921 -0.25014 -1.36951
H 0.99431 2.78942 -0.84599
```

Calculated values
SMILES string   [H]/N=C/S(=O)(=O)CC
Gap between HOMO and LUMO   10.30 eV
Calculated total energy   -19642.2587 eV
HOMO level   -9.37 eV

No. 10
The following is a DFT calculation (the ωB97M-V functional and the def2-TZVPD basis) of a molecular structure, C3H7NO2S.

Geometry as XYZ:
```
14
Properties=species:S:1:pos:R:3
C -0.58350 1.12157 -0.38440
C -1.21940 -0.27102 -0.03929
C 0.67073 1.35942 0.38226
N -0.13696 -1.34961 0.18949
O 2.65126 -0.22057 0.99011
O 1.91741 -0.19766 -1.39349
S 1.64604 0.01402 0.01083
H -0.47081 1.08380 -1.40829
H -1.44725 1.73815 -0.23183
H -1.60955 -0.26525 0.88712
H -2.04308 -0.42342 -0.72733
H 0.64266 1.30190 1.54431
H -0.08892 -2.10732 0.85516
H 0.07137 -1.78401 -0.67464
```

Calculated values
Gap between HOMO and LUMO (alpha / beta)   6.26 / 8.28 eV
Spin multiplicity   3
Calculated total energy   -19638.6065 eV
HOMO level (alpha / beta)   -5.60 / -10.26 eV